C4H10NOS | ωB97M-V with the def2-TZVPD basis set

Each line ends with the Löwdin charge.
Atoms and positions in Å:
C: 1.65917 -0.80985 0.71361  -0.08
C: 0.90643 0.38230 0.06781  -0.64
C: 1.75643 1.30540 -0.85249  -0.11
S: -0.49574 -0.14978 -0.84135  1.28
N: -1.66071 -0.26872 0.22778  -0.51
C: -2.90522 -0.73354 -0.15131  -0.09
O: -1.46781 0.12865 1.58630  0.04
H: 2.67298 -0.49088 1.01483  0.10
H: 1.18593 -1.42490 1.53343  0.11
H: 1.84342 -1.50465 -0.13400  0.09
H: 0.54390 1.05260 0.81987  0.10
H: 1.04393 2.21896 -0.93731  0.11
H: 2.10672 1.28627 -1.92353  0.10
H: 2.68031 1.55893 -0.30518  0.10
H: -2.86227 -1.72989 -0.59464  0.12
H: -3.38927 -0.02449 -0.92761  0.16
H: -3.61821 -0.79642 0.70378  0.14

The LUMO energy (spin up / spin down) is -6.90 / -7.25 eV. As for the frontier orbital gap (spin up / spin down): 8.41 / 8.50 eV. The net charge is +1. Its energy relative to the best compared isomer or geometry (same formula, charge and spin) is 5.765 eV. As for the SMILES: CC(C)S[N+](C)=O.